21
Properties=species:S:1:pos:R:3 method="wB97M-V/def2-TZVPD" relative_energy_ev=2.642 total_energy_ha=-328.58915 molar_mass_g_mol=104.2 total_charge=+1 multiplicity=1
C 0.154 1.008 -1.492
C 0.422 -0.537 -1.732
C 0.902 -1.377 -0.497
C 0.230 -0.917 0.771
C -1.936 -0.895 1.687
N -1.174 -1.080 0.628
H 0.150 1.617 -2.404
H 0.934 1.368 -0.868
H -0.831 1.317 -1.055
H 1.129 -0.612 -2.555
H -0.500 -0.942 -2.110
H 2.065 -1.399 -0.558
H 0.587 -2.384 -0.701
H 0.365 0.154 0.823
H 0.646 -1.429 1.591
H -2.988 -0.627 1.410
H -1.377 -0.698 2.696
H -1.548 -1.442 -0.259
H 1.225 3.415 0.937
H 0.953 2.667 2.294
O 0.593 2.793 1.394